1.
14
Properties=species:S:1:pos:R:3:forces:R:3 method="wB97M-V/def2-TZVPD" total_charge=+1 orbital_gap_ev=7.22 e_above_lowest_kj_mol=2.5
Br 2.768402 0.338129 -0.206240 0.0 0.0 -0.1
H 4.136456 2.188989 -1.185631 0.0 0.0 0.0
N -3.385351 0.102963 2.572138 0.0 0.0 0.0
N -2.155179 -3.951416 1.175960 0.0 0.0 0.0
H 2.846625 2.832604 -0.085943 0.0 0.0 0.0
Br 1.993992 2.539349 -2.416983 0.0 -0.1 0.0
C 3.102681 2.131266 -0.869786 0.0 0.0 0.0
C -1.259906 -0.808947 0.005307 0.1 0.0 -0.1
C -2.035786 -1.383401 0.950226 0.0 0.0 0.0
C -2.796962 -0.576501 1.857467 0.0 0.0 0.0
Sc 0.405955 0.270097 -1.627117 0.0 0.2 0.0
C -2.115537 -2.808263 1.075430 0.0 0.0 0.0
S -1.177925 0.964201 -0.126699 -0.1 0.1 0.1
S -0.327465 -1.839070 -1.118129 0.0 -0.2 0.1

---

2.
87
Properties=species:S:1:pos:R:3:forces:R:3 method="wB97M-V/def2-TZVPD" total_charge=-1 orbital_gap_ev="4.08 / 3.93" spin_multiplicity=5
C 3.006842 -4.051823 1.426151 -0.2 -1.3 -0.2
H 0.488255 1.254256 -2.046584 -0.3 -0.5 0.3
H -0.563019 3.023013 -1.905631 0.1 0.5 0.0
Cl -3.368477 -1.574065 1.222975 -1.2 -0.3 0.5
H 4.162874 0.987760 -2.909817 0.2 0.0 -0.2
H 4.347196 -7.226507 0.883846 0.0 0.6 0.1
H -2.932927 3.918191 -1.794157 0.4 0.3 0.2
H 4.796348 -5.103464 2.076907 0.0 0.5 0.1
H -4.377162 2.921568 -1.010575 0.1 -0.4 0.1
C 3.708442 -6.341909 0.800970 -1.3 0.3 -0.2
C -0.980723 1.847258 2.491658 -0.2 0.1 0.5
C -3.009382 1.193832 -1.217606 -1.0 0.2 -0.7
H -4.253444 2.609369 3.267273 0.2 0.1 -0.1
H 2.332291 -7.316457 -0.501390 0.0 -0.3 -0.3
C 2.553109 -6.411684 0.033922 -0.3 0.1 -0.5
H -2.549910 4.681704 -0.250824 0.1 -0.1 -0.4
C -0.023451 0.540505 -1.371422 -0.7 -1.5 -0.5
C -2.833821 3.300413 1.754680 -0.3 0.1 0.7
H -6.477280 1.702450 -1.408475 0.4 -0.3 0.0
H 0.791094 -5.451240 -0.740343 0.0 0.1 0.2
H -0.379191 0.945840 2.319678 0.0 0.0 -0.1
H 3.131820 -1.352889 -1.305163 -0.2 0.0 0.1
C 0.668394 5.252028 -0.776131 0.0 -0.3 0.2
C 3.396919 0.482498 0.727679 -1.2 0.0 0.0
H -2.818657 1.155753 1.616743 0.3 0.1 -0.2
C -3.856409 0.783597 -3.588657 -0.2 0.3 0.2
H -5.612001 0.126174 -1.351029 0.0 0.6 0.0
H 3.777150 1.004234 1.637403 0.0 -0.3 -0.6
O 0.715523 -2.165002 1.443390 1.3 -1.3 0.3
H -1.747019 3.935617 4.412661 0.0 -0.1 -0.1
H -5.430144 2.304417 -3.516485 0.2 -0.3 0.1
C -4.357489 1.834837 -0.827856 -0.6 0.0 -0.1
H -3.873497 4.349153 3.363953 0.1 -0.4 0.0
H -6.012735 0.643771 -3.683567 0.0 0.2 0.0
O -0.198192 -3.243274 -0.231829 1.5 -1.9 0.2
H -0.288048 2.700899 2.407026 -0.1 -0.2 -0.1
C 3.374147 0.543503 -2.297872 0.6 0.1 0.0
H -3.818316 -0.316949 -3.507797 0.1 0.3 0.0
H -2.387842 6.321891 -2.042237 0.1 0.0 -0.1
H 1.666103 1.840731 0.406978 1.2 0.4 -0.3
H -2.682454 2.477296 -2.930738 -0.1 -0.2 0.0
H -3.646598 3.501302 1.041898 0.3 -0.1 0.2
H 3.268926 -3.153375 1.973903 -0.4 0.0 -0.1
H 0.917916 3.308136 0.102080 -0.3 0.3 0.0
H 2.397259 2.414997 -1.973426 -1.2 1.0 -0.5
H 5.245851 0.657484 -0.336241 -0.2 -0.4 0.0
C 2.769203 1.599799 -1.428920 0.5 -0.7 2.0
H 1.240067 4.941576 -1.658520 -0.1 0.0 0.0
C 3.918157 -0.626226 -1.494991 0.6 0.0 0.9
C 2.590009 1.480928 -0.090453 0.0 -0.8 -0.7
C 3.896004 -5.145238 1.473853 0.7 0.4 0.5
H -2.901683 2.897075 5.229740 0.1 0.0 0.0
C -0.403959 6.255315 -1.181858 0.0 0.0 -0.2
C -1.521580 1.823885 3.949144 0.1 0.0 -0.3
C -2.749661 1.402671 -2.711719 -0.5 -0.4 -0.8
H -1.781359 0.970028 -2.985839 -0.2 0.0 0.1
H -4.574863 1.672141 0.233169 0.1 0.1 -0.1
H 4.978078 -0.923580 0.428104 0.2 -0.3 -0.1
Pm -1.025168 -1.193923 0.251336 0.7 3.0 -1.8
C -1.571366 5.599731 -1.925917 0.0 -0.3 0.0
H 1.382960 5.719210 -0.083947 -0.1 0.0 -0.2
H -1.251945 5.313881 -2.937835 0.0 0.0 0.1
C -5.517694 1.196953 -1.638801 0.4 -0.3 -0.4
H 0.045466 7.013361 -1.827415 0.0 0.1 0.0
H 2.686332 -0.287266 1.130693 0.5 0.3 -0.4
C -2.384102 3.050309 4.276667 -0.2 0.1 -0.3
C -2.113377 4.353225 -1.206620 -0.1 -0.1 0.3
H -0.328346 4.283802 0.883357 0.1 -0.1 -0.3
P -1.445457 1.593739 -0.369998 0.7 -0.9 2.3
C 0.742871 -3.157008 0.638432 -1.2 0.9 -0.1
H 4.708845 -1.162608 -2.022339 0.0 0.0 -0.2
H -0.673985 1.770625 4.656490 -0.3 0.0 -0.2
C -5.267145 1.263826 -3.170356 0.0 0.1 0.2
C 0.093065 3.996492 -0.093443 0.1 0.0 0.0
C 1.646021 -5.351881 -0.082734 0.4 -0.6 0.5
H -3.202555 0.121737 -1.029816 0.3 0.1 -0.2
C -2.093518 1.974097 1.446115 -1.0 1.4 0.5
H -0.151663 -0.482037 -1.965435 -0.2 1.2 0.4
C 4.495137 -0.133102 -0.137379 -0.2 0.5 -0.1
H -2.128505 4.145974 1.685724 -0.2 -0.2 0.0
H -3.680855 1.053290 -4.648666 -0.1 -0.2 0.4
H -0.776488 6.782572 -0.299465 -0.1 -0.1 0.1
H -2.124778 0.914924 4.098291 0.1 0.1 -0.1
C -3.436369 3.345261 3.185527 0.2 0.1 0.0
H 2.597140 0.187296 -3.000676 0.1 0.2 0.3
C 1.805808 -4.207370 0.695025 1.0 0.4 -0.2
C -0.993422 3.305973 -0.934340 0.2 0.3 -0.7

---

3.
88
Properties=species:S:1:pos:R:3:forces:R:3 method="wB97M-V/def2-TZVPD" orbital_gap_ev=9.85 e_above_lowest_kj_mol=198.6
H 0.851335 -0.801992 4.173130 -0.5 0.8 -1.2
H -0.704021 6.476126 0.894784 0.3 0.8 0.8
C -1.255114 5.182630 -0.622480 -0.5 -0.4 -0.7
C 2.187335 3.313666 3.510422 1.0 0.7 -1.1
H 0.651877 4.455890 2.695723 -0.4 -0.7 0.8
H 5.824940 -0.009948 -3.559845 -0.7 0.0 0.0
H 2.486280 2.434881 -0.878247 0.1 -1.1 -0.4
C -0.420437 -4.192058 -1.920268 -0.4 2.0 -0.8
H -6.461971 1.203597 -0.960103 -0.5 0.0 0.1
C 2.708825 0.565415 -2.174949 2.2 3.3 1.8
C -2.011014 1.922908 -4.742240 0.2 0.2 1.0
C -1.574012 -6.162381 -0.470080 0.5 0.1 1.2
C 0.892345 3.738859 3.514261 -1.7 1.2 -0.5
H -1.569633 3.881906 -2.325384 0.7 -0.3 0.5
H -0.386830 -0.536966 -3.096846 0.3 -0.5 0.0
H -2.165035 -3.106837 -1.163866 0.1 0.5 -0.6
C 0.358584 -0.656207 3.167920 0.9 -2.1 1.2
H -2.102447 0.028471 -1.416803 0.2 0.6 -0.9
C 3.678784 -0.033212 -2.954883 0.2 -0.3 0.3
H 4.174048 -2.621166 -1.198649 -0.1 -0.4 0.4
H -2.284826 5.544522 -0.508770 0.4 -0.3 -0.4
H 1.409588 1.065909 2.560203 -0.4 0.2 -0.3
H -7.444777 -0.702308 0.303287 0.0 -0.1 0.1
H -6.212415 -1.690960 2.149800 0.9 0.3 0.1
C -4.186765 1.023383 1.384372 -1.3 -0.6 -1.6
C -1.035064 0.942341 -4.561011 0.4 -0.7 0.7
N -0.857942 -0.628085 0.592117 1.4 0.0 2.5
H 2.033479 -1.879519 -0.156179 -0.1 0.6 -0.1
H 3.573320 2.005320 4.445534 0.3 0.2 0.3
H -4.137335 -0.546574 2.968341 0.1 0.8 -0.6
N 3.276647 -5.487021 0.529959 1.2 1.5 -1.5
C 1.689748 2.134084 5.500254 -0.2 0.1 0.0
H 0.776895 -3.423184 1.287410 0.0 0.1 -0.2
C -0.428387 -1.725102 2.747320 -0.6 -0.2 0.3
H -0.378316 2.342332 6.135667 0.1 -0.1 0.2
H 0.005435 -3.321262 -2.457892 -0.3 -0.7 0.4
H 4.949952 -4.965370 -0.680169 0.2 -0.4 0.2
H 3.445589 -0.992666 -3.350296 -0.1 -0.6 -0.6
H 1.761737 0.173970 -1.885695 -0.5 -0.5 -0.3
H 1.555226 -5.749893 1.583723 -0.1 0.5 -0.2
C 0.021199 0.361239 1.036372 -1.8 -2.3 0.3
C -2.956147 1.619368 -2.633536 0.7 -0.1 -1.5
C 2.428495 -2.855161 0.024959 -0.3 0.1 0.3
N 0.972997 5.388688 0.262192 -0.4 0.5 0.4
H -1.720852 -2.495578 1.242084 0.6 0.7 -0.3
C 0.381428 2.611904 5.412377 0.0 0.2 -0.7
N -4.867273 1.426501 0.248790 0.9 -0.1 1.7
C 1.704033 -3.719840 0.817308 -1.0 0.2 0.3
H 2.840314 3.700644 2.694648 -0.4 -0.6 0.8
H -3.236158 1.524017 1.589547 -0.5 -0.1 0.1
C 5.224313 1.701973 -2.450673 -0.3 0.4 -0.3
C 3.123531 1.819682 -1.526060 0.7 -0.3 -1.9
H -3.683156 1.903648 -1.866111 0.2 0.1 -0.4
N -2.938616 2.276223 -3.827938 0.2 -0.7 0.8
H 0.187015 -7.300676 -0.821959 0.3 -0.7 -0.1
H -0.194079 0.771301 -5.294803 -1.3 0.2 0.8
C 0.663668 0.332017 2.265877 0.2 0.4 0.3
C -2.041829 0.592192 -2.379457 -0.4 -0.8 0.6
C 4.036252 -4.617359 -0.225552 -2.2 0.8 0.5
H 1.931136 1.501211 6.344592 0.2 -0.1 -0.1
C 0.227563 -5.375437 -1.863187 0.3 -2.6 1.0
C -0.349285 -6.416556 -1.064796 -0.1 2.0 -0.9
H -1.978843 2.548349 -5.611831 -0.2 0.1 -0.5
C 2.108092 -5.008854 0.992792 1.3 -1.3 0.4
C -0.852630 4.204677 -1.557988 0.1 1.6 1.0
C -1.017517 -1.671127 1.491624 -0.5 0.9 -1.1
H -0.616616 -2.624313 3.384739 0.2 1.0 -0.5
C -5.761222 -0.814571 1.665446 -1.1 1.0 0.0
H 0.882575 3.063774 -2.115087 -0.2 0.5 0.1
N -0.058421 3.392239 4.414898 1.2 0.1 -0.4
C 1.372623 4.426057 -0.572089 -1.1 1.3 0.7
C -6.024097 0.835578 -0.042133 1.1 0.1 0.0
C -4.641614 -0.089243 2.093267 0.5 -1.2 0.8
H -1.945785 -6.842202 0.296767 -0.2 -0.2 -0.5
C 2.607559 2.479792 4.506668 -0.1 -1.1 0.7
C -6.521221 -0.260298 0.652657 0.0 -0.1 -0.7
H 6.220273 2.119824 -2.490446 0.1 0.2 -0.1
C 3.607470 -3.272551 -0.523141 1.1 -1.8 -0.1
C -0.323439 5.753429 0.219772 0.9 -1.3 -0.5
C -1.103241 0.215475 -3.345187 -0.4 1.5 -0.5
C 4.975068 0.493063 -3.084292 -0.4 0.3 0.7
H 2.400564 4.131893 -0.525346 0.4 0.1 0.1
C -1.641882 -4.041059 -1.269194 -0.5 -0.5 1.2
C 0.504329 3.868680 -1.468288 -0.8 -1.9 -1.8
N 4.316385 2.441152 -1.784388 -1.2 -2.0 0.8
H 0.085308 1.248706 0.470099 0.2 0.7 -1.1
N -2.222531 -4.989108 -0.515140 0.7 0.0 -0.9
H 1.198636 -5.562862 -2.328424 -0.3 0.3 0.1

---

4.
24
Properties=species:S:1:pos:R:3:forces:R:3 method="wB97M-V/def2-TZVPD" orbital_gap_ev=7.93 e_above_lowest_kj_mol=179.7
C -0.578774 2.871733 -0.427167 2.1 -0.4 1.0
N -0.983786 1.966061 -1.283766 -0.5 -1.2 0.6
C 0.310001 -1.765440 1.055056 -0.2 -0.2 1.9
C 0.024135 -1.119972 -0.220135 0.2 0.7 -0.8
S -0.616401 -1.931267 -1.556081 -0.3 -3.7 0.6
H -1.690343 2.202810 -1.862196 -2.9 1.2 -2.2
S 1.198125 -3.332360 0.827062 1.6 0.1 1.3
H -0.494652 -3.211263 -0.871372 0.0 1.5 -0.5
S 1.406755 1.461085 -2.562108 -0.5 0.2 -0.2
H 2.251281 -3.068765 1.768192 -1.5 -0.3 -1.3
N 0.204067 0.164098 -0.371413 -1.3 0.4 -1.6
O -0.983349 3.992456 -0.355073 -0.1 0.9 0.5
H 1.083542 3.053605 0.725530 0.9 0.6 0.9
H 0.948369 -1.137310 1.668119 0.2 0.0 -0.4
C 0.886898 1.063815 0.457909 -1.3 0.7 -0.8
C -0.392014 0.776264 -1.683631 3.3 0.6 0.4
H -1.209122 -1.030627 2.507232 -0.2 0.9 0.0
O 1.718218 0.712463 1.196133 3.0 -1.1 2.4
C -1.007754 -1.893605 1.910389 1.0 -1.2 -0.9
H 1.012414 2.764463 -2.794160 0.2 -1.0 0.2
O -1.019069 -0.028612 -2.370860 -0.7 0.7 -0.6
H -1.842700 -2.184990 1.267138 0.0 0.0 0.4
H -0.725772 -2.674646 2.610404 -0.5 -0.3 0.1
N 0.499930 2.350007 0.364798 -2.1 0.9 -1.1

---

5.
15
Properties=species:S:1:pos:R:3:forces:R:3 method="wB97M-V/def2-TZVPD" orbital_gap_ev="6.78 / 9.00" e_above_lowest_kj_mol=552.7
H -1.954655 -0.325603 -1.745518 0.5 -0.7 -0.8
H 0.189285 0.385640 2.424297 -0.8 -0.4 -0.1
C 0.718366 2.099335 1.329256 -0.8 -0.3 -1.1
C -0.172662 0.997628 -0.383824 0.4 -2.3 -0.8
H 0.129477 2.692210 2.054516 0.0 -0.6 -0.6
H -1.459981 -2.976484 -1.009370 1.3 1.0 -1.6
H 1.564887 2.615916 1.049282 2.6 0.8 0.8
N 0.169241 0.009232 0.305404 -0.9 -0.1 0.1
C 0.754217 0.571120 1.516466 -1.6 1.0 1.1
P -1.024505 -1.029446 -2.663130 -1.4 1.9 0.3
H 0.038118 -3.010326 -2.147298 0.5 -1.0 -0.2
H 1.614838 0.052477 1.760105 2.5 -0.4 0.0
H -0.108035 -1.879534 -0.804154 0.4 -0.1 0.3
C -0.635902 -2.393022 -1.611139 -1.5 -0.8 2.3
O 0.177311 2.190855 -0.074892 -1.3 1.9 0.5

---

6.
24
Properties=species:S:1:pos:R:3:forces:R:3 method="wB97M-V/def2-TZVPD" orbital_gap_ev=10.21 e_above_lowest_kj_mol=265.4
N -1.118027 1.587066 -0.128609 -3.0 -1.4 -1.6
H -0.342621 -2.783111 0.233278 0.7 -0.2 -0.1
H 2.924194 -0.643149 2.568854 1.1 -0.5 0.8
C -1.556230 -0.439600 -1.641579 0.2 2.6 -4.1
C -1.696079 2.822019 0.323299 -1.4 2.8 0.8
H -0.128023 1.418243 -0.101681 -0.1 0.1 -0.1
C -2.041556 0.826790 -1.048368 2.7 1.8 1.9
H -1.004434 3.678659 0.343595 0.5 -0.7 0.4
H 0.292890 -2.510886 -1.296522 1.1 0.3 0.0
H -2.314042 2.877992 1.300989 1.4 -0.9 -1.1
N 1.178916 -1.466179 0.505990 0.2 -0.3 -1.8
H 0.406563 -0.937920 0.926591 1.2 0.0 0.0
H -2.266389 -0.616700 -2.565791 1.9 0.3 1.6
O -3.101761 1.299368 -1.288774 -1.5 0.3 -0.1
C 0.646708 -2.617186 -0.260328 -1.9 0.5 1.1
H 1.193846 -3.518828 -0.069677 0.6 -0.3 -0.3
C 2.492414 -0.923666 0.442567 -2.5 0.3 3.4
H -0.467537 -0.305550 -1.880153 -1.0 -0.5 -0.1
H 1.812379 0.539913 2.059789 -1.8 -0.4 0.2
O 3.413261 -1.225514 -0.252101 -0.1 -0.4 -0.7
H 3.195615 0.869306 1.441571 1.2 -1.1 0.6
C 2.643891 -0.045699 1.749777 0.3 2.0 -3.2
H -2.452204 3.314644 -0.353138 0.7 -1.4 0.0
H -1.711773 -1.200011 -1.009580 -0.3 -2.9 2.5

---

The records above give, respectively, strongest force on any atom values of 0.21; 3.56; 4.35; 3.97; 2.90; 4.87 eV/Å.